No. 1
Molecular formula: C3H9N3O
Method: DFT, the ωB97M-V functional and the def2-TZVPD basis

```
16
Properties=species:S:1:pos:R:3:forces:R:3:nbo_charge:R:1
H 3.8643 -0.7861 0.7175 -1.4 0.7 -0.4 0.48
H -0.6665 1.1612 0.2048 0.7 1.6 0.3 0.40
H -4.1734 1.3036 -0.5221 -1.7 0.3 -0.4 0.45
C 1.7248 -0.2341 0.2205 -0.5 1.4 -0.5 -0.18
H -2.8027 -0.6366 -0.2237 -1.4 1.3 -0.6 0.27
H 3.1716 -1.7398 -0.4128 -0.7 1.1 0.5 0.47
H 3.4051 -0.1837 -0.7786 1.1 0.7 -0.9 0.46
C -2.5211 0.4503 -0.2306 2.0 -2.9 1.6 0.37
H -2.9819 2.5362 -0.1355 -0.2 -2.0 -0.4 0.47
C 0.6589 -1.0170 0.3843 1.1 -1.1 0.0 0.19
N -3.2354 1.5204 -0.3352 0.9 1.3 0.2 -0.68
O -0.6451 -0.7639 0.5074 -1.8 -1.2 0.2 -0.28
N 3.0979 -0.7514 -0.0229 0.5 -2.5 0.5 -0.69
H 1.6760 0.8656 -0.0141 0.1 -1.3 0.6 0.25
H 0.6780 -2.1047 0.5211 0.7 0.3 0.0 0.26
N -1.2504 0.3800 0.1199 0.7 2.1 -0.7 -0.22
```
Forces are in eV/Å.

Results
- Kohn-Sham gap: 10.8 eV
- HOMO energy: -0.66813 hartree
- SMILES string: [NH2+]=CNO/C=C/[NH3+]
- Net charge: +2
- ΔE to the lowest compared entry with this formula, charge and spin: 169.87 kJ/mol



No. 2
Molecular formula: C21H18NO14P2Sr
Method: DFT, the ωB97M-V functional and the def2-TZVPD basis

```
57
Properties=species:S:1:pos:R:3:forces:R:3:nbo_charge:R:1
H 5.5825 0.9172 5.3666 0.0 0.0 0.0 0.20
C 4.4607 1.1391 3.5661 -0.1 0.0 0.0 -0.20
C 3.3408 2.8055 1.0970 0.1 -0.2 0.0 -0.04
H 3.0458 2.3955 -0.9974 0.0 -0.1 0.1 0.23
H -1.7196 3.5320 -1.2537 -0.1 0.1 -0.1 0.50
H 4.0512 5.8694 2.3543 0.0 0.0 0.0 0.20
C -3.5166 0.9881 0.8502 0.0 -0.1 0.0 -0.20
O 1.7074 1.0765 1.0660 0.1 0.0 0.0 -0.80
H 3.9315 6.4645 -0.0483 0.0 0.0 0.0 0.20
H 1.4141 -0.0391 5.6114 0.0 0.0 0.0 0.20
N -1.3012 0.0833 1.0147 -0.3 -0.5 0.0 -0.38
C 2.1283 0.6076 3.6982 -0.1 0.0 0.1 -0.16
H 5.3113 1.4373 2.9691 0.0 0.0 0.0 0.25
C 2.2751 0.2989 5.0480 0.0 0.0 -0.1 -0.24
C 3.7617 5.4444 0.2733 0.0 0.0 -0.1 -0.22
O -0.9378 -1.3514 -3.8663 0.0 0.1 -0.2 -1.18
O -1.3735 -3.3903 1.8803 -0.3 0.0 -0.5 -0.68
H -0.7101 -4.0331 1.5590 0.0 0.0 0.1 0.53
C 4.0221 0.4244 0.6496 0.3 -0.1 -0.2 0.78
H -4.1428 1.8105 0.5388 0.0 0.0 0.0 0.23
O 3.4786 -0.5053 -0.0152 0.2 0.2 0.2 -0.86
O 0.3127 -1.9696 1.6160 0.1 -0.6 0.7 -0.68
O -0.9674 -3.9444 -2.8359 -0.1 -0.1 -0.3 -1.02
P -0.2538 -3.3050 -1.5821 0.5 0.9 0.1 2.53
C 3.2652 3.1517 -0.2515 0.0 0.1 -0.2 -0.18
H 1.1670 1.8773 0.9996 0.0 0.0 0.1 0.53
H -5.1148 -0.2493 1.5792 0.0 0.0 0.0 0.22
P 0.2326 -0.8778 -3.0881 -0.1 -0.8 0.1 2.53
C 3.8325 5.1100 1.6136 0.0 -0.1 0.0 -0.23
O 0.4855 -4.2763 -0.7443 0.0 0.0 -0.2 -1.16
C 3.6208 3.7960 2.0236 0.0 0.1 0.1 -0.15
C -0.8752 -2.1941 1.6052 0.1 0.5 0.9 0.84
O 1.4712 -0.5092 -4.0314 0.2 0.1 -0.4 -1.00
H -1.2692 -3.2185 -3.4306 0.2 0.0 0.2 0.54
H 3.4165 4.6979 -1.7165 0.0 0.0 0.0 0.21
C 3.5110 0.4144 5.6587 0.1 0.0 0.0 -0.23
C 4.6046 0.8343 4.9082 0.0 0.0 0.0 -0.22
C -2.1384 1.0518 0.6827 0.1 0.3 -0.1 0.09
C 3.2125 1.0346 2.9471 0.1 0.0 -0.1 -0.05
O 0.8838 -2.2377 -2.2973 -0.9 -0.1 -0.7 -1.17
Sr 1.1645 -0.9164 -0.2817 0.7 0.4 0.7 1.85
H 1.4462 -1.0133 -4.8557 0.0 0.0 0.2 0.50
H 1.1615 0.4956 3.2260 0.0 0.0 0.0 0.22
C -4.0498 -0.1590 1.4122 0.1 0.0 0.0 -0.17
O -0.4186 2.7121 0.3726 -0.1 0.0 0.0 -0.60
O 5.2164 0.6967 0.7461 -0.1 0.0 0.0 -0.70
C 3.4727 4.4554 -0.6630 0.0 0.1 0.1 -0.21
O 0.1616 0.2243 -2.0633 -0.1 -0.2 -0.8 -1.22
O -2.2705 2.8310 -0.8736 0.2 -0.1 0.3 -0.66
O -1.1210 -2.3064 -0.8682 -0.3 0.0 0.3 -1.24
H -3.5659 -2.1540 2.0887 0.0 0.0 0.0 0.24
C -1.4956 2.2677 0.0714 -0.1 -0.1 -0.1 0.79
H 3.6302 0.1732 6.7080 0.0 0.0 0.0 0.20
H 3.6742 3.5543 3.0764 0.0 0.0 0.0 0.21
C -1.8462 -1.0468 1.4746 0.1 -0.3 -0.3 0.11
C -3.1978 -1.2108 1.7120 -0.1 0.1 0.0 -0.19
C 3.0521 1.3507 1.4611 0.0 0.4 0.2 0.09
```
Forces are in eV/Å.

Results
- Kohn-Sham gap: 7.9 eV
- HOMO energy: -0.22027 hartree
- Net charge: -1
- ΔE to the lowest compared entry with this formula, charge and spin: 35.99 kJ/mol



No. 3
Molecular formula: C29H33BrF5N2O6PRhS3
Method: DFT, the ωB97M-V functional and the def2-TZVPD basis

```
81
Properties=species:S:1:pos:R:3:forces:R:3:mulliken_spin:R:1
F -1.1499 -4.9412 1.2474 0.0 -0.1 0.3 0.00
H 4.1123 3.3249 2.0159 0.0 -0.1 0.0 0.00
H -3.3964 3.5750 -5.9261 0.0 0.0 0.0 0.00
N -2.0816 1.4054 2.5936 0.0 0.2 -0.2 0.02
H 3.9765 -1.1579 -0.5191 0.1 0.1 -0.1 0.00
C -3.1419 2.4986 -2.7237 0.1 0.0 0.1 0.00
C -2.4330 1.4683 -1.8792 0.0 0.4 -0.3 -0.03
H -1.0684 3.3669 3.5049 0.2 -0.2 -0.1 0.00
H 1.1580 -3.7037 -2.8034 -0.1 -0.1 0.1 0.00
C 0.2359 -4.0349 4.4836 -0.2 0.3 -0.4 0.01
H 2.2906 6.1190 4.6695 0.0 0.1 0.1 0.00
H 3.6118 -2.5674 -1.5337 0.0 0.0 -0.1 0.00
C -0.8003 1.7151 2.4107 -0.4 -0.1 0.2 0.01
H -2.7289 2.0754 2.9798 0.1 0.1 0.0 0.00
C 0.9030 3.4662 3.0714 0.7 0.2 0.0 -0.01
H 2.0088 -1.5640 -3.4758 0.0 0.0 0.1 0.00
P 0.9453 -0.8441 -1.3765 1.3 -0.2 -0.4 0.07
H 3.8948 -2.7563 0.1956 0.1 -0.1 0.0 0.00
H -0.4615 -3.0434 -2.4838 -0.1 -0.2 0.0 0.00
H 1.9210 2.8140 -1.4328 0.1 0.1 0.0 0.00
H 1.8684 -1.4264 0.7088 0.0 0.0 -0.1 -0.02
H 2.5502 0.6668 -0.4793 0.0 0.0 0.0 0.01
H 0.8443 2.0466 -2.6001 0.0 0.0 -0.1 0.00
H 3.8429 1.4838 -2.3697 0.1 0.1 0.0 0.00
H -2.3648 1.7655 -4.5773 0.0 -0.1 0.0 0.00
H 1.6029 -3.7357 0.8901 -0.1 -0.1 0.0 0.00
O -2.1688 -2.3383 -0.1164 0.5 0.4 -0.7 0.10
Br -5.1712 5.8405 -5.2736 0.1 -0.1 0.1 0.00
C 1.9636 -1.9523 -0.2532 -0.2 0.1 -0.2 0.02
C -0.6781 -5.0257 2.4978 0.1 0.5 0.2 0.13
F -0.9684 -7.3724 2.4017 0.1 0.2 0.2 0.00
H -4.0484 3.4380 -1.0368 0.0 0.0 0.1 0.00
C 1.0144 4.5968 3.8860 -0.1 -0.1 -0.1 0.00
H -5.1419 5.2188 -2.3879 -0.1 0.0 0.0 0.00
C 0.9788 -1.5602 -3.1064 -0.1 0.1 0.3 0.03
O -1.9002 1.8653 -0.8196 0.2 -0.2 0.6 0.08
H 0.1202 -3.2429 -4.1408 -0.1 0.0 -0.1 0.00
F 0.9174 -5.4195 6.2844 -0.1 0.0 -0.3 0.00
H 1.6697 -4.0166 -0.8488 0.1 -0.1 -0.1 0.01
C 2.2231 5.2496 4.0316 0.0 0.0 0.0 0.00
C -3.9214 3.4696 -2.1077 0.0 -0.1 -0.1 0.00
O -4.3508 -2.5041 0.9752 -0.2 0.0 -0.5 0.03
F 0.0825 -7.6451 4.9183 -0.1 0.4 -0.2 0.01
H -2.5046 0.6324 2.0239 0.2 0.2 0.3 0.00
C -4.3415 4.4723 -4.2259 0.0 0.1 -0.1 0.00
O -2.4075 -2.2388 2.3165 -1.6 0.1 -0.3 0.16
C 3.3480 4.7935 3.3653 0.1 0.0 0.0 0.00
C 3.4516 -2.1081 -0.5597 -0.2 0.2 0.1 0.00
C 1.2803 1.9503 -1.6078 -0.1 -0.1 0.2 0.01
S -0.4349 -2.2800 2.5223 2.0 0.1 0.4 0.65
C 1.3236 -3.3291 -0.0809 -0.1 0.1 -0.1 0.02
H 0.1427 4.9629 4.4119 -0.1 0.0 0.1 0.00
H 0.4654 1.9683 -0.8890 0.0 0.2 0.0 -0.01
H 3.7682 -0.2709 -2.5211 0.1 -0.1 -0.1 0.00
C 0.1038 -0.6641 -3.9780 0.0 0.0 0.1 0.01
C -0.0435 -6.4199 4.3613 0.0 0.2 -0.1 0.11
H 0.2385 -3.2617 -0.1313 0.0 -0.2 0.1 -0.03
C 3.2400 3.6838 2.5449 0.1 0.2 0.1 0.00
C 2.0351 3.0243 2.3902 -0.1 -0.1 -0.1 0.00
C 3.1760 0.6382 -2.5390 -0.1 -0.2 0.3 0.00
H 2.7452 0.7502 -3.5298 -0.1 0.0 -0.2 0.00
C -4.5361 4.4574 -2.8565 -0.1 0.1 -0.1 0.00
C -3.5551 3.5265 -4.8586 0.0 0.1 -0.1 0.00
H 0.5068 0.3427 -4.0576 0.0 0.2 0.0 0.00
C -0.2985 -3.8471 3.1857 0.1 -0.6 0.1 0.02
C -0.5715 -6.2745 3.0754 0.1 -0.3 0.3 -0.03
C -2.9668 2.5270 -4.1026 -0.1 -0.1 0.2 0.00
S 0.1963 0.6480 1.5752 0.2 -0.2 -0.3 0.16
C 0.3697 -5.2797 5.0578 0.0 -0.4 0.0 -0.05
C 2.0835 0.6586 -1.4721 -0.4 0.0 -0.1 0.02
H 1.9588 2.1630 1.7515 0.1 0.0 0.0 0.02
H 4.2985 5.2913 3.4948 0.0 0.0 0.0 0.00
C 0.4165 -2.9784 -3.1263 0.1 0.0 0.1 0.00
Rh -1.1391 -0.3976 -0.2854 -0.2 0.7 -0.3 2.28
H -0.8908 -0.6017 -3.5398 -0.1 0.1 -0.1 -0.01
F 0.6795 -2.9571 5.1581 -0.1 -0.4 0.0 0.01
S -3.0573 -1.8882 0.9816 -1.5 -1.2 2.2 0.04
O -2.3625 0.2984 -2.2986 0.0 -0.6 0.1 0.08
H 0.0155 -1.0764 -4.9817 0.1 -0.1 -0.1 0.00
N -0.3520 2.8647 2.9883 -1.0 0.0 0.3 0.01
O -3.1420 -0.3984 0.9424 0.3 0.4 -0.7 0.06
```
Forces are in eV/Å.

Results
- Kohn-Sham gap (spin up / spin down): 5.5 / 6.8 eV
- HOMO energy (spin up / spin down): -0.12659 / -0.19319 hartree
- Net charge: -1
- ⟨S²⟩: 6.027
- Spin multiplicity: 5
- ΔE to the lowest compared entry with this formula, charge and spin: 55.68 kJ/mol



No. 4
Molecular formula: C2H6N2O2S2
Method: DFT, the ωB97M-V functional and the def2-TZVPD basis

```
14
Properties=species:S:1:pos:R:3:forces:R:3:mulliken_spin:R:1
H -0.0823 1.5744 -1.0745 -0.5 0.8 0.4 0.00
H 0.5329 -1.7492 -0.0294 -0.7 -0.1 -0.3 0.01
O 1.5971 1.5663 0.1735 1.3 -0.1 0.1 0.15
N -0.9535 1.1858 -0.7498 -3.2 0.9 0.5 0.10
C -0.8546 -0.0733 -0.2430 1.5 -1.0 -1.0 0.52
S 1.7733 0.1291 0.3654 -5.7 -0.3 1.4 0.10
O 1.4297 -0.4245 1.6689 2.1 0.7 0.6 0.07
H -1.7956 1.7272 -0.3367 2.7 -0.7 -1.4 0.00
C 0.3234 -0.8101 -0.5376 0.0 0.5 2.3 -0.04
S 3.2753 -0.4644 -0.6391 3.5 -0.5 -0.9 0.97
H 0.7145 -0.7920 -1.4798 0.5 0.0 -3.0 0.02
N -1.7152 -0.4934 0.6844 -2.7 -1.2 2.9 0.12
H -1.6788 -1.3577 1.2336 0.8 0.6 -1.0 0.00
H -2.5662 -0.0183 0.9641 0.5 0.4 -0.6 -0.01
```
Forces are in eV/Å.

Results
- Kohn-Sham gap (spin up / spin down): 5.5 / 6.3 eV
- HOMO energy (spin up / spin down): -0.18056 / -0.35781 hartree
- ⟨S²⟩: 2.012
- Spin multiplicity: 3



No. 5
Molecular formula: C2H9NO3Si
Method: DFT, the ωB97M-V functional and the def2-TZVPD basis

```
16
Properties=species:S:1:pos:R:3:forces:R:3:nbo_charge:R:1
H -0.6076 -0.6469 1.0291 -1.2 -0.1 -0.4 0.45
H -3.1457 -0.6489 1.6341 -0.4 -0.1 1.7 0.21
H 3.2793 1.9959 -0.1175 0.4 -0.1 0.0 0.26
O 1.1090 -0.3530 1.4464 0.3 0.3 -1.2 -1.25
H -1.5889 -1.8693 0.6249 0.0 -2.5 -0.2 0.35
Si 1.7250 -0.0215 0.0556 -1.2 0.2 1.2 2.25
O 2.2138 -1.1305 -1.0009 1.2 0.1 1.6 -1.11
C -2.7368 -0.2660 0.7565 0.7 1.3 -5.3 -0.44
N -1.4514 -0.9316 0.4011 1.9 1.9 0.6 -0.25
H 2.3693 1.4317 -1.6727 0.4 0.9 2.4 0.25
O -0.9680 -0.7190 -0.9007 -0.2 0.1 0.9 -0.74
H 1.5818 2.4896 -0.3945 0.7 -1.0 0.2 0.27
H -3.4414 -0.5120 -0.1510 1.2 0.4 1.8 0.22
H -2.4532 0.8043 0.5933 -0.9 -0.7 1.0 0.23
H 1.7830 -1.2798 -1.8070 -1.0 -0.4 -1.7 0.52
C 2.3318 1.6570 -0.4967 -1.7 -0.2 -2.9 -1.20
```
Forces are in eV/Å.

Results
- Kohn-Sham gap: 9.6 eV
- HOMO energy: -0.33393 hartree
- SMILES string: C[NH2+][O-].C[Si](=O)O
- ΔE to the lowest compared entry with this formula, charge and spin: 422.72 kJ/mol



No. 6
Molecular formula: C20H24N2O5S
Method: DFT, the ωB97M-V functional and the def2-TZVPD basis

```
52
Properties=species:S:1:pos:R:3:forces:R:3:nbo_charge:R:1
H 5.1815 3.4444 2.1359 -1.6 -2.9 2.2 0.18
C 4.5185 1.6615 0.4474 -1.5 -2.0 2.3 -0.20
H -2.7303 -0.3554 0.7235 -1.2 -0.4 1.0 0.37
H 3.8140 0.2046 3.2869 -0.4 -0.5 -2.7 0.15
C -0.8975 -0.9475 -0.6311 6.0 -8.3 3.4 -0.36
C 4.7141 2.4276 2.8284 3.2 4.8 -4.8 -0.57
H 1.6853 -4.0724 0.4022 -1.9 3.3 -0.4 0.25
H -5.6004 0.8682 -1.8342 1.4 -0.6 2.1 0.19
H -1.6190 -0.4288 -0.9597 -5.0 4.2 -2.1 0.21
H -3.3228 1.8327 1.2411 -0.1 -0.5 1.2 0.16
O -3.3199 -3.2773 0.7309 0.5 -1.2 -1.5 -0.63
H -0.8108 -4.0530 1.2503 1.4 2.2 -3.0 0.25
H 3.1219 -1.9501 1.7548 1.7 3.9 -0.3 0.25
S 3.0689 -1.9991 -1.0038 -0.3 7.4 -9.0 2.15
C 4.0310 0.6338 -0.3243 2.0 0.0 -7.7 -0.22
C 3.5873 -0.8075 1.3789 -2.6 -4.5 -4.2 -0.09
H -4.8275 -1.8392 1.6349 -2.9 -3.4 2.2 0.23
C -0.3913 -3.2194 0.3920 -1.5 -3.5 5.1 -0.27
C 3.8773 0.3512 2.0106 -5.7 -14.8 12.0 -0.23
O 3.3415 -1.3380 -2.5041 -1.5 -2.9 5.5 -0.97
O -4.8187 2.0007 -0.2315 -4.7 -3.9 -0.8 -0.55
C 4.3291 1.4315 1.9386 5.2 12.6 -10.8 0.02
H 4.9572 2.5103 0.0205 0.5 1.1 -0.5 0.22
C -4.6765 -0.9307 1.2570 0.2 3.8 -3.3 -0.21
H 3.9765 2.7277 3.3959 -3.5 1.7 3.4 0.22
H -2.9111 2.2933 -0.4609 -0.1 0.1 1.8 0.15
H -4.0805 0.5235 -1.2088 12.1 -2.0 -4.7 0.12
H 5.5377 2.0782 3.2646 3.2 -1.0 2.7 0.23
H -3.8603 3.4651 0.4902 0.6 -0.9 0.9 0.20
H 2.0074 2.4413 -2.4411 6.0 1.5 2.4 0.26
N -3.3167 -1.1666 1.0543 6.0 5.4 -2.4 -0.58
C 3.5973 -0.6464 -0.0645 -0.5 0.0 6.8 -0.40
C -4.8998 0.6330 -0.8983 -12.8 2.6 2.9 -0.01
C -3.6990 2.3590 0.4006 3.1 2.4 -3.5 -0.25
C -1.2248 -2.2325 0.1566 -2.8 5.9 -3.0 -0.01
C 1.1815 2.0653 -2.7482 5.5 2.4 -12.6 -0.71
C 0.9548 -3.0559 0.1325 1.9 -7.5 1.4 -0.13
H 1.6974 -0.1786 -2.1035 16.2 -1.9 -5.0 0.37
H 1.3843 1.5528 -3.9175 -0.2 0.9 3.6 0.26
C 0.3809 -0.9773 -1.1766 -0.9 -6.4 4.4 0.33
C -5.4388 -0.6939 -0.1856 1.0 9.7 8.0 -0.41
H 0.7087 2.8746 -3.0805 -2.4 3.6 -1.1 0.25
C 0.4153 1.3818 -2.0431 1.1 -12.6 3.7 0.69
H -6.3487 -0.4452 0.3340 -1.3 -0.2 -1.0 0.21
O 3.7419 -3.1243 -0.6350 3.0 -5.0 1.8 -0.90
O -0.6283 1.5475 -1.7230 -10.4 2.6 3.8 -0.47
C -2.7063 -2.2315 0.5223 -1.1 -3.5 3.2 0.63
H -4.8132 0.0195 1.8710 0.0 -1.7 -0.4 0.21
H 4.2357 0.5182 -1.5704 -0.5 1.5 3.1 0.25
H -5.4083 -1.5021 -0.6401 0.1 -7.2 -4.9 0.20
N 0.9178 -0.1087 -1.8770 -12.8 8.4 0.8 -0.60
C 1.3858 -2.2662 -0.7933 -1.6 7.0 -2.1 -0.41
```
Forces are in eV/Å.

Results
- Kohn-Sham gap: 7.8 eV
- HOMO energy: -0.30962 hartree
- SMILES string: COCCCNC(=O)c1ccc(S(=O)(=O)c2ccc(C)cc2)c(NC(C)=O)c1
- ΔE to the lowest compared entry with this formula, charge and spin: 2157.40 kJ/mol



no.,strongest force on any atom (eV/Å)
1,3.9
2,1.1
3,2.9
4,5.9
5,5.4
6,19.9